Record 1
The following is a quantum chemistry calculation of a cluster of 2 separate species, C5H6F4N2O in total at a distorted geometry, from the Open Molecules 2025 dataset.

Results
energy relative to the best compared isomer or geometry (same formula, charge and spin)	150.0	kcal per mole
calculated total energy	-21173.6376	eV
multiplicity	1

```
18
Properties=species:S:1:pos:R:3:forces:R:3
C -0.483832 -1.466712 2.270858 -0.5 -1.1 -0.4
C -1.423475 0.556697 -0.747391 1.2 -0.3 0.6
C -0.069071 -0.051379 -0.349109 1.1 -0.9 -2.5
C 0.188752 -0.280746 2.079446 -0.1 0.5 -0.1
C 0.406976 0.501983 3.364296 2.4 0.6 -0.7
N -1.029190 -2.459883 2.507189 -0.1 -0.1 -0.1
N 2.710298 -1.238819 1.830961 -0.5 -0.3 -0.1
O 0.432888 0.325103 0.912378 -0.5 1.0 1.8
F 1.020527 -0.242060 4.314549 -1.3 -0.1 -0.2
F 1.287902 1.453304 3.068219 0.6 0.8 -0.3
F -0.640567 1.143411 3.855309 -0.8 -0.6 0.3
F 2.752536 -0.364769 0.779626 0.4 -0.5 0.0
H -1.556815 0.365329 -1.858427 -0.3 0.4 1.6
H -2.083416 0.115703 -0.041549 -1.5 -0.9 -0.2
H -1.465809 1.584397 -0.381585 0.3 0.4 -1.0
H 0.690304 0.485607 -1.096192 -1.1 -2.0 1.6
H -0.124810 -1.238322 -0.375225 0.4 2.4 -0.4
H 2.283939 -2.097753 1.399878 0.3 0.6 0.1
```
Forces are in eV/Å.

Mulliken population analysis, charges in e, atoms 1 to 5: C 0.344; C -1.168; C -0.221; C 0.006; C 0.922


Record 2
The following is a quantum chemistry calculation of the molecule C5H6F4O2S at a distorted geometry, from the Open Molecules 2025 dataset.

Results
energy relative to the best compared isomer or geometry (same formula, charge and spin)	47.1	kcal per mole
calculated total energy	-31077.9719	eV
structure (SMILES)	C[C@]1(F)C[S@](=O)(=C(F)F)O[C@H]1F
multiplicity	1

```
18
Properties=species:S:1:pos:R:3:forces:R:3
C -2.313124 -0.223086 0.074137 4.7 0.0 -0.7
C -0.917281 0.449256 -0.217359 -2.6 0.0 -2.0
F -1.172373 1.434024 -1.180094 0.3 0.2 0.1
C 0.012812 -0.537793 -0.822352 1.3 -1.6 0.2
S 1.670769 0.235623 -0.557366 0.2 -0.5 0.5
O 2.323716 0.938396 -1.614566 -0.1 0.3 -0.9
C 2.360775 -1.011197 0.711388 -1.5 -0.4 0.5
F 3.651679 -0.836418 0.843435 1.3 0.3 0.1
F 2.233263 -2.181800 -0.003641 0.2 -0.6 -0.2
O 1.164434 1.337375 0.488091 -0.7 0.0 0.4
C -0.168117 1.115402 0.942325 -0.9 -0.2 -0.7
F -0.706859 2.327051 1.250990 0.4 -0.8 0.1
H -2.719583 -0.760812 -0.716424 0.0 -1.2 -1.7
H -2.976905 0.481256 0.244679 -3.1 3.6 1.4
H -2.113075 -0.814395 0.889052 -0.2 -1.7 2.1
H 0.031149 -1.479084 -0.180016 0.2 1.2 -0.8
H -0.101167 -0.852699 -1.895515 -0.1 0.8 1.1
H -0.260111 0.378909 1.743243 0.7 0.6 0.7
```
Forces are in eV/Å.

Mulliken population analysis, charges in e, atoms 1 to 5: C -1.888; C 0.925; F -0.362; C -0.791; S 0.826


Record 3
The following is a quantum chemistry calculation of a cluster of 2 separate species, C5H6F5I in total at a distorted geometry, from the Open Molecules 2025 dataset.

Results
energy relative to the best compared isomer or geometry (same formula, charge and spin)	32.4	kcal per mole
calculated total energy	-26968.4053	eV
multiplicity	1

```
17
Properties=species:S:1:pos:R:3:forces:R:3
C -1.246323 -0.848953 -0.442519 -1.6 1.9 -1.9
C -0.346590 -0.613150 1.810903 0.6 -0.5 1.7
C -0.113651 -0.950623 0.422079 3.0 0.5 -1.9
C 1.242016 0.287562 -0.505859 -1.9 -1.7 0.7
C 0.567767 1.603382 -0.963104 -0.6 0.0 -0.2
F 0.408445 -2.216390 0.290800 0.5 0.4 0.0
F 1.495673 -0.411750 -1.646638 0.5 0.2 0.7
F 2.390541 0.581187 0.139460 -0.6 -0.6 -0.1
F -0.273090 1.360239 -1.977681 0.3 -0.3 -0.9
F -0.283467 2.047006 -0.015675 0.9 0.7 0.8
I 2.018540 3.094270 -1.687501 -0.6 -0.4 0.5
H -1.113600 -1.014686 -1.499897 0.5 -0.9 -0.1
H -1.670291 0.148258 -0.502230 0.1 0.4 0.6
H -2.024444 -1.409642 -0.018692 -1.2 -1.3 0.3
H 0.498658 -0.914889 2.400530 1.0 0.3 0.2
H -0.439455 0.445912 1.815879 -0.5 0.8 0.7
H -1.110730 -1.187733 2.380145 -0.3 0.6 -1.1
```
Forces are in eV/Å.

Mulliken population analysis, charges in e, atoms 1 to 5: C -1.562; C -1.380; C 1.244; C 0.481; C 0.209


Record 4
The following is a quantum chemistry calculation of a cluster of 2 separate species, C5H6F7O in total at a distorted geometry, from the Open Molecules 2025 dataset.

Results
energy relative to the best compared isomer or geometry (same formula, charge and spin)	96.5	kcal per mole
calculated total energy	-26338.1735	eV
total charge	+1
multiplicity	1

```
19
Properties=species:S:1:pos:R:3:forces:R:3
C -0.000144 -1.730996 -0.217468 4.4 -4.4 -1.5
C -1.186568 -0.277545 -1.519161 -2.9 0.5 -6.0
C -0.181533 0.448997 0.435566 0.4 4.7 3.2
C 0.598801 0.046573 1.670361 0.9 -0.3 1.1
C -0.892412 1.836514 0.344710 -1.6 0.6 -0.3
O -0.413229 -0.422085 -0.506895 1.0 -0.3 1.7
F 2.191609 -0.217037 -1.112552 1.8 2.1 -0.8
F 1.039524 1.078711 2.364862 -0.4 0.7 -0.5
F 1.664697 -0.690980 1.404525 0.9 -0.1 -0.5
F -0.106094 -0.700476 2.514154 -1.2 -0.3 0.2
F -0.569118 2.737056 1.270356 0.2 -1.3 -0.5
F -2.265738 1.697784 0.395332 1.3 -0.6 0.3
F -0.694618 2.398091 -0.864243 0.7 -0.2 0.2
H -0.190303 -2.299018 -1.104351 -1.0 -0.4 -0.2
H 1.166641 -1.850383 -0.288608 -2.4 0.9 0.8
H -0.439532 -2.120714 0.665996 -0.5 0.0 0.7
H -1.346565 0.721846 -1.938647 0.0 -0.5 0.7
H 2.852026 0.486170 -1.301377 -1.6 -1.9 0.4
H -1.227446 -1.142508 -2.212560 0.0 0.8 0.9
```
Forces are in eV/Å.

Mulliken population analysis, charges in e, atoms 1 to 5: C -0.948; C -0.258; C 0.193; C 0.859; C 0.628


Record 5
The following is a quantum chemistry calculation of a structure of composition C5H6HgO3 at a distorted geometry, from the Open Molecules 2025 dataset.

Results
energy relative to the best compared isomer or geometry (same formula, charge and spin)	2.6	kcal per mole
calculated total energy	-15587.7892	eV
total charge	+1
multiplicity	2

```
15
Properties=species:S:1:pos:R:3:forces:R:3
O 2.416270 -0.948385 0.154005 -1.7 4.8 -4.2
C 1.581424 -0.023643 0.386716 -0.7 1.3 1.1
O 1.371362 0.565440 1.439843 -0.2 -0.4 -0.6
O 0.868762 0.289465 -0.737047 0.0 -0.1 -0.4
C 0.090567 1.460010 -0.699314 0.4 0.2 0.0
Hg 2.978867 -2.394890 1.117700 2.3 -5.6 3.9
H 0.661926 2.311648 -0.311250 -0.1 -0.2 0.0
H -0.212182 1.663003 -1.731615 0.1 -0.1 0.2
C -1.154051 1.296239 0.185573 -0.4 0.0 0.1
C -1.946846 0.161488 -0.015803 -0.1 -0.1 -0.1
C -2.651771 -0.891378 -0.150193 -0.1 0.3 0.2
H -1.751642 2.210689 0.313218 0.1 -0.2 0.0
H -0.790878 1.037150 1.223629 0.2 0.0 0.0
H -2.735895 -1.612753 0.672896 0.1 0.1 -0.3
H -3.260082 -1.023383 -1.054882 0.2 0.0 0.2
```
Forces are in eV/Å.

Mulliken population analysis, charges in e, atoms 1 to 5: O -0.677; C 0.839; O -0.572; O -0.336; C -0.385


Record 6
The following is a quantum chemistry calculation of a structure of composition C5H6INO at a distorted geometry, from the Open Molecules 2025 dataset.

Results
energy relative to the best compared isomer or geometry (same formula, charge and spin)	71.3	kcal per mole
calculated total energy	-16917.0793	eV
multiplicity	1

```
14
Properties=species:S:1:pos:R:3:forces:R:3
C 1.047597 -1.510544 -2.404378 1.4 -1.8 0.3
C 0.785278 -0.571142 1.331617 2.7 0.7 0.8
C 0.167234 0.588012 1.283306 -1.0 1.0 1.4
C 0.068490 -0.707914 -2.126753 3.9 2.8 0.9
C -1.306728 0.713199 1.016191 1.8 0.0 0.1
N -2.090262 1.633882 1.299771 -1.6 2.2 0.8
O 1.909538 -2.286436 -2.501001 -0.5 0.7 -0.1
I 0.990864 1.316901 -2.184542 -0.9 -1.3 0.0
H 1.822945 -0.712222 1.743898 -1.1 0.6 -0.4
H 0.448330 -1.432594 0.885447 -1.3 -1.9 -0.8
H 0.634346 1.458231 1.772600 -0.2 -0.3 -0.4
H -0.836322 -0.902381 -2.482221 -3.9 -0.3 -1.2
H -1.832222 -0.108404 0.601956 0.1 -1.3 -0.7
H -1.809087 2.521413 1.764109 0.6 -1.0 -0.5
```
Forces are in eV/Å.

Mulliken population analysis, charges in e, atoms 1 to 5: C 0.674; C -0.760; C -0.083; C -0.943; C 0.062


Record 7
The following is a quantum chemistry calculation of a cluster of 2 separate species, C5H6IO3 in total at a distorted geometry, from the Open Molecules 2025 dataset.

Results
energy relative to the best compared isomer or geometry (same formula, charge and spin)	0.0	kcal per mole
calculated total energy	-19525.3934	eV
total charge	-1
multiplicity	1

```
15
Properties=species:S:1:pos:R:3:forces:R:3
C 1.228317 0.607068 1.637118 1.1 2.6 0.6
C -1.505823 1.692465 -0.583403 -2.2 -0.7 0.7
C 1.961745 2.076065 -0.118314 -0.6 -2.4 -1.5
C 0.888146 -0.481988 2.273035 -1.6 -3.0 0.3
C -0.941454 1.738434 -1.727417 -0.5 -1.5 -4.2
O 2.251677 2.024076 -1.281056 0.3 -0.4 -1.6
O 1.992289 2.880449 0.740873 0.1 2.5 2.6
O 1.309354 0.665887 0.340155 0.8 1.2 -1.4
I -3.431327 0.907282 -0.086473 0.7 0.1 -0.3
H 0.553047 -1.416452 1.669034 0.7 1.7 1.2
H -1.024156 2.102329 0.218586 0.8 1.0 2.3
H 0.734654 -0.453819 3.343314 0.1 -0.2 0.0
H -1.329438 1.203454 -2.658577 0.3 0.9 1.4
H 1.558501 1.626752 2.093099 -0.8 -2.1 -0.1
H -0.012736 2.236335 -1.873286 0.8 0.2 0.2
```
Forces are in eV/Å.

Mulliken population analysis, charges in e, atoms 1 to 5: C 0.096; C -0.374; C 0.663; C -0.739; C -0.435


Record 8
The following is a quantum chemistry calculation of the ion C5H6N with charge +1 at a distorted geometry, from the Open Molecules 2025 dataset.

Results
energy relative to the best compared isomer or geometry (same formula, charge and spin)	104.0	kcal per mole
calculated total energy	-6760.6692	eV
structure (SMILES)	C#[N+]C1(C)C=C1
total charge	+1
multiplicity	1

```
12
Properties=species:S:1:pos:R:3:forces:R:3
C 0.233017 -2.267188 0.751533 -0.3 2.1 -0.7
N 0.083230 -1.183315 0.385072 0.4 -4.0 1.3
C -0.121071 0.047451 -0.053379 0.3 4.3 1.5
C 0.216139 0.390752 -1.474334 0.0 0.0 -0.3
C 0.204821 1.227842 1.279023 -1.4 -2.2 -2.5
C -0.969201 0.929691 0.852876 0.9 -0.2 0.2
H 0.369849 -3.256425 1.097874 0.1 -0.6 0.2
H -0.686582 0.612000 -2.040089 -0.1 0.0 0.0
H 0.727301 -0.438860 -1.958183 0.0 0.0 0.0
H 0.864900 1.263638 -1.522440 0.0 0.0 0.1
H 1.097945 1.595875 1.709600 0.4 0.3 0.3
H -2.020347 1.078540 0.972447 -0.4 0.2 0.0
```
Forces are in eV/Å.

Mulliken population analysis, charges in e, atoms 1 to 5: C 0.036; N -0.009; C 0.445; C -1.111; C -0.324


Record 9
The following is a quantum chemistry calculation of the ion C5H6N with charge +1 at a distorted geometry, from the Open Molecules 2025 dataset.

Results
energy relative to the best compared isomer or geometry (same formula, charge and spin)	104.3	kcal per mole
calculated total energy	-6760.6566	eV
total charge	+1
multiplicity	1

```
12
Properties=species:S:1:pos:R:3:forces:R:3
C -0.998529 -0.734464 0.010588 -2.2 0.3 2.5
C -0.937159 0.880136 -0.095782 -4.1 1.0 0.3
C 1.317950 0.680484 0.049933 3.2 0.9 0.3
C 1.507199 -1.063447 -0.110804 -1.1 0.1 0.5
C 0.259019 -1.195635 -0.035207 3.3 -0.9 -1.3
N 0.319478 1.352938 0.002769 0.1 0.6 -0.2
H -1.361977 -0.995065 1.017055 -0.4 0.2 -0.2
H -1.721529 -0.984887 -0.703511 -0.7 -0.9 -1.3
H -1.476473 1.166959 -1.056799 0.9 -0.1 1.2
H -1.584847 1.289916 0.788645 1.1 -0.8 -1.6
H 2.242498 1.255717 0.242457 0.2 -1.2 -0.2
H 2.434369 -1.652650 -0.109339 -0.4 0.9 0.0
```
Forces are in eV/Å.

Mulliken population analysis, charges in e, atoms 1 to 5: C -0.399; C -0.336; C 0.057; C -0.285; C 0.111


Record 10
The following is a quantum chemistry calculation of a cluster of 2 separate species, C5H6N in total at a distorted geometry, from the Open Molecules 2025 dataset.

Results
energy relative to the best compared isomer or geometry (same formula, charge and spin)	165.8	kcal per mole
calculated total energy	-6757.9856	eV
total charge	+1
multiplicity	1

```
12
Properties=species:S:1:pos:R:3:forces:R:3
C -2.203902 -0.596063 -0.361623 3.8 0.7 2.0
C -1.060424 -0.533694 0.216369 1.4 0.8 -0.2
C 2.550229 0.468199 -0.226998 0.6 3.1 1.1
C 0.921200 -1.200042 0.321748 -7.1 -3.0 1.5
C -1.627964 0.830201 0.301795 -2.1 -1.8 0.6
N 1.792867 -0.449309 0.107939 2.1 1.6 -0.9
H -2.971194 -0.922484 -0.937858 -2.0 -0.9 -1.5
H 2.713526 0.701379 -1.267933 0.4 -0.3 -0.2
H 2.817076 1.226324 0.580281 0.0 -1.2 -1.1
H 0.850232 -2.224276 0.690276 0.7 0.2 -0.3
H -1.380506 1.504904 -0.454216 0.5 1.3 -1.0
H -2.401140 1.194862 1.030216 1.6 -0.4 0.0
```
Forces are in eV/Å.

Mulliken population analysis, charges in e, atoms 1 to 5: C -0.128; C -0.167; C -0.256; C -0.085; C -0.461


- multiplicity of number 6 (C5H6INO)?
  1